Model 1:
The following is a quantum chemistry calculation of one molecule with the formula C4H9NO2, from OMol25.

The SMILES is CC(=O)NCCO. Its highest occupied orbital energy is -9.60 eV. Its LUMO energy is 0.7909 eV.

The geometry in XYZ format:
```
16
C4H9NO2 ωB97M-V with the def2-TZVPD basis set
C -2.49131 -0.43028 -0.34984
C -1.16650 -0.67059 0.32408
O -0.81300 -1.79404 0.63232
N -0.37929 0.40995 0.54854
C 1.04254 0.28164 0.85309
C 1.86405 -0.04117 -0.36501
O 1.94145 1.03595 -1.30346
H -3.09022 -1.31084 -0.14869
H -2.45211 -0.27216 -1.42032
H -3.04037 0.42234 0.05098
H -0.71611 1.31696 0.26600
H 1.14593 -0.54315 1.57015
H 1.33628 1.19824 1.36899
H 2.84785 -0.43644 -0.11598
H 1.39194 -0.85039 -0.92928
H 2.57884 1.68396 -0.98158
```

***

Model 2:
The following is a quantum chemistry calculation of one molecule with the formula C4H9NO2, from OMol25.

The SMILES is COCCNC=O. Its highest occupied orbital energy is -9.76 eV. Its LUMO energy is 0.8866 eV.

The geometry in XYZ format:
```
16
C4H9NO2 ωB97M-V with the def2-TZVPD basis set
C -0.80676 -1.97860 1.56236
O -0.17770 -0.78618 1.16219
C 0.31632 -0.87329 -0.15479
C 0.93461 0.45802 -0.52776
N -0.01534 1.54329 -0.40966
C -0.07806 2.54060 -1.32805
O 0.54267 2.56478 -2.37376
H -1.66231 -2.21821 0.91182
H -0.10710 -2.82852 1.53743
H -1.16307 -1.84003 2.58555
H -0.50030 -1.12421 -0.85103
H 1.08184 -1.66404 -0.22732
H 1.27042 0.43913 -1.56743
H 1.80779 0.64835 0.10951
H -0.52054 1.63188 0.45928
H -0.76978 3.34918 -1.02668
```

***

Model 3:
The following is a quantum chemistry calculation of one molecule with the formula C4H9NO2, from OMol25.

The SMILES is CC[C@H](N)C(=O)O. Its highest occupied orbital energy is -9.89 eV. Its LUMO energy is 0.4474 eV.

The geometry in XYZ format:
```
16
C4H9NO2 ωB97M-V with the def2-TZVPD basis set
C -1.96669 -0.43899 0.78656
C -0.53499 0.06384 0.74137
C 0.25381 0.08657 -0.55397
N 0.48018 -1.35070 -0.72691
C 1.57749 0.91930 -0.33318
O 2.42785 0.76997 0.54443
O 1.51618 2.12857 -1.08500
H -2.82965 0.37504 0.63606
H -2.05109 -1.35363 0.17218
H -2.11313 -0.77228 1.78570
H -0.35844 1.06370 1.14317
H -0.00808 -0.53343 1.41847
H -0.28414 0.50021 -1.40429
H 0.83625 -1.80048 0.15680
H 1.22100 -1.38406 -1.35152
H 1.83345 1.72637 -1.92988
```

***

Order of stability, best first: model 1, model 2, model 3